The following is a DFT calculation (wB97M-V/def2-TZVPD) of an isolated molecule of C17H23N5O4S2 at a distorted geometry.

As for the total charge: 0. The spin multiplicity is 1. The LUMO energy comes out at 0.50 eV. As for the max |F|: 1.1 eV Å⁻¹. As for the SMILES: CCCn1c(SCC(=O)Nc2cccc(S(=O)(=O)N3CCCC3)c2)n[nH]c1=O. The calculation puts the energy relative to the best compared isomer or geometry (same formula, charge and spin) at 0.000 eV. The value obtained for the orbital gap is 9.32 eV. The calculation puts the HOMO energy at -8.821 eV. The value obtained for the total energy is -55313.9802 eV.

```
51
Properties=species:S:1:pos:R:3:lowdin_charge:R:1
C 3.9713 -1.3909 -6.3573 -0.093
H 3.1452 -2.0431 -6.0816 0.072
C 3.9391 -0.1002 -5.5486 -0.234
H 4.7342 0.5663 -5.8849 0.112
H 2.9862 0.4117 -5.6981 0.080
C 4.1476 -0.3549 -4.0545 -0.157
N 3.1270 -1.2052 -3.4974 0.000
C 1.8297 -0.9014 -3.2241 -0.604
N 1.1776 -1.9238 -2.7471 0.026
N 2.0947 -2.9427 -2.7133 0.098
C 3.3197 -2.5508 -3.1734 -0.504
O 4.3339 -3.1905 -3.2708 0.079
H 1.8233 -3.8619 -2.4109 0.159
S 1.1687 0.6823 -3.4874 1.032
C -0.5904 0.3950 -3.0991 -0.339
C -0.8866 0.5438 -1.6082 -0.532
O -1.4842 1.4985 -1.1726 0.081
N -0.4218 -0.5071 -0.8865 0.123
C -0.4927 -0.6957 0.4934 -0.195
C -0.8545 0.3181 1.3782 0.013
C -0.9062 0.0404 2.7281 -0.255
C -0.6046 -1.2092 3.2323 -0.061
C -0.2252 -2.2113 2.3536 -0.062
C -0.1705 -1.9572 0.9956 -0.013
H 0.1258 -2.7377 0.3093 0.109
H 0.0283 -3.1921 2.7258 0.108
H -0.6538 -1.3670 4.2967 0.113
S -1.4141 1.3185 3.8778 0.689
O -0.7848 1.0751 5.1435 -0.286
O -1.2291 2.6041 3.2661 -0.270
N -3.0459 0.9051 4.0319 -0.229
C -3.6352 1.3175 5.2934 -0.200
C -4.0862 2.7708 5.0820 -0.155
H -4.9912 2.9933 5.6449 0.105
H -3.2978 3.4486 5.4060 0.109
C -4.2972 2.8864 3.5618 -0.158
H -3.6560 3.6614 3.1472 0.101
H -5.3314 3.1104 3.3051 0.105
C -3.8730 1.5148 3.0068 -0.196
H -3.3081 1.5904 2.0804 0.108
H -4.7390 0.8656 2.8468 0.125
H -2.8922 1.2024 6.0797 0.107
H -4.4871 0.6616 5.4962 0.124
H -1.0757 1.3123 1.0276 0.105
H 0.0265 -1.2581 -1.4158 0.085
H -1.1320 1.1671 -3.6445 0.087
H -0.8471 -0.5954 -3.4712 0.084
H 5.0932 -0.8789 -3.8903 0.133
H 4.1504 0.5919 -3.5062 0.122
H 3.8922 -1.1737 -7.4192 0.072
H 4.8994 -1.9287 -6.1795 0.079
```